Record 1
C49H83Ge2N2Zr as an isolated structure. Source: OMol25; level of theory: ωB97M-V/def2-TZVPD.

Computed properties:
- ΔE to the lowest compared entry with this formula, charge and spin (kcal/mol) = 22.7
- orbital gap (eV) = 6.960
- HOMO level (eV) = -10.16

```
! wB97M-V def2-TZVPD RIJCOSX def2/J DEFGRID3
* xyz 1 1
Zr 0.277 -0.484 0.074
C 1.175 -2.533 1.433
C -0.149 -2.642 1.892
C -0.443 -1.386 2.566
C 0.753 -0.621 2.524
C 1.799 -1.335 1.887
C 3.224 -1.425 2.493
C 3.732 -0.126 3.122
C 4.280 -2.028 1.562
C 3.059 -2.414 3.670
C -1.517 -1.009 3.595
C -1.263 -1.888 4.837
C -1.317 0.432 4.078
C -2.969 -1.133 3.137
C -0.714 -4.098 1.950
C -0.574 -4.824 0.601
C -2.144 -4.385 2.436
C 0.223 -4.819 2.947
H 1.707 -3.327 0.931
H 0.872 0.332 3.014
H 3.892 0.696 2.427
H 4.695 -0.320 3.596
H 3.052 0.220 3.902
H 4.645 -1.343 0.799
H 3.905 -2.924 1.066
H 5.144 -2.328 2.156
H 2.240 -2.111 4.323
H 3.977 -2.443 4.260
H 2.857 -3.422 3.312
H -0.248 -1.731 5.208
H -1.386 -2.948 4.649
H -1.958 -1.604 5.629
H -0.393 0.547 4.645
H -2.139 0.698 4.743
H -1.313 1.138 3.251
H -3.212 -2.113 2.744
H -3.201 -0.398 2.370
H -3.626 -0.941 3.987
H -1.298 -4.471 -0.136
H -0.767 -5.885 0.758
H 0.426 -4.742 0.176
H -2.924 -4.024 1.773
H -2.346 -4.022 3.437
H -2.251 -5.471 2.470
H 1.243 -4.868 2.567
H -0.125 -5.841 3.102
H 0.247 -4.316 3.913
C -4.283 -2.673 -0.087
C -2.851 -2.147 -0.099
Ge -2.036 -1.953 -1.873
C -2.539 -3.411 -3.112
C -4.034 -3.518 -3.428
C -3.057 -0.421 -2.499
C -3.375 0.628 -1.726
Ge -1.940 1.344 -0.532
C -2.612 2.211 1.130
C -3.373 3.537 1.172
C -1.174 2.648 -1.881
C -1.925 3.884 -2.376
C -4.691 1.296 -1.911
C -4.904 2.644 -1.637
C -6.147 3.232 -1.814
C -7.221 2.474 -2.254
C -7.039 1.121 -2.503
C -5.794 0.540 -2.326
H -4.728 -2.583 0.908
H -4.327 -3.726 -0.369
H -4.920 -2.114 -0.773
H -2.223 -2.733 0.558
H -2.848 -1.134 0.310
H -2.169 -4.357 -2.716
H -2.004 -3.227 -4.046
H -4.633 -3.762 -2.553
H -4.202 -4.303 -4.167
H -4.427 -2.595 -3.851
H -3.707 -0.640 -3.345
H -1.701 2.306 1.719
H -3.207 1.448 1.635
H -2.913 4.305 0.550
H -3.401 3.924 2.194
H -4.405 3.422 0.848
H -0.974 2.004 -2.745
H -0.203 2.981 -1.522
H -2.794 3.617 -2.973
H -1.274 4.488 -3.013
H -2.261 4.526 -1.561
H -4.087 3.251 -1.288
H -6.276 4.286 -1.604
H -8.193 2.928 -2.387
H -7.873 0.511 -2.823
H -5.680 -0.523 -2.491
C 0.990 3.013 3.231
N 0.832 2.918 1.781
C 0.172 4.142 1.322
C 2.146 2.807 1.166
C 2.113 2.448 -0.302
N 1.994 0.994 -0.656
C 1.802 0.946 -2.129
C 3.328 0.399 -0.407
H 0.011 3.054 3.706
H 1.551 3.914 3.519
H 1.531 2.149 3.617
H -0.044 4.105 0.255
H -0.772 4.272 1.844
H 0.798 5.024 1.522
H 2.736 2.085 1.728
H 2.685 3.767 1.243
H 3.049 2.778 -0.766
H 1.319 2.991 -0.802
H 2.555 1.573 -2.618
H 0.813 1.303 -2.400
H 1.928 -0.072 -2.482
H 4.077 0.928 -1.006
H 3.337 -0.643 -0.699
H 3.579 0.477 0.641
C 0.622 -3.974 -3.039
C 0.952 -2.519 -2.640
C 2.399 -2.580 -2.052
C 0.003 -2.002 -1.511
C 0.909 -1.711 -3.940
C -0.090 -0.789 -4.232
C -0.123 -0.119 -5.449
C 0.846 -0.361 -6.407
C 1.846 -1.285 -6.137
C 1.871 -1.951 -4.923
H 0.527 -4.602 -2.151
H 1.436 -4.375 -3.643
H -0.284 -4.055 -3.628
H 2.430 -2.193 -1.033
H 3.127 -2.036 -2.655
H 2.749 -3.612 -1.983
H -0.070 -2.873 -0.845
H -0.852 -0.552 -3.501
H -0.914 0.595 -5.640
H 0.822 0.157 -7.356
H 2.608 -1.492 -6.877
H 2.658 -2.674 -4.744
*
```

Mulliken population analysis, charges in e, atoms 1 to 4: Zr -2.14; C -1.47; C 2.02; C 1.72

=====

Record 2
C49H85Br2N2O4P2S2Si2V as an isolated structure. Source: OMol25; level of theory: ωB97M-V/def2-TZVPD.

Computed properties:
- ΔE to the lowest compared entry with this formula, charge and spin (kcal/mol) = 46.5
- orbital gap (alpha / beta) (eV) = 5.776 / 6.562
- HOMO level (alpha / beta) (eV) = -3.49 / -4.28

```
! wB97M-V def2-TZVPD RIJCOSX def2/J DEFGRID3
* xyz -1 4
V -0.162 -0.674 -0.202
C 2.280 0.791 -3.739
P 2.287 0.839 -1.887
C 4.004 0.174 -1.679
C 2.652 2.664 -1.667
C 2.140 3.154 -0.306
P 0.388 2.549 -0.092
C -0.444 3.651 -1.326
C -0.111 3.522 1.393
H 3.084 1.409 -4.146
H 1.319 1.135 -4.125
H 2.419 -0.244 -4.054
H 4.683 0.553 -2.446
H 3.968 -0.916 -1.735
H 4.381 0.445 -0.696
H 2.112 3.191 -2.459
H 3.722 2.851 -1.799
H 2.216 4.242 -0.209
H 2.721 2.698 0.506
H -0.103 4.686 -1.235
H -1.513 3.596 -1.114
H -0.271 3.288 -2.339
H -0.078 4.595 1.193
H 0.539 3.278 2.230
H -1.131 3.220 1.635
C 7.626 -0.793 2.778
C 6.252 -1.286 2.414
C 5.925 -2.635 2.505
C 4.647 -3.079 2.196
C 3.683 -2.168 1.801
C 3.995 -0.822 1.689
C 5.274 -0.388 1.991
S 1.989 -2.709 1.560
O 1.294 -2.324 2.759
O 2.055 -4.124 1.284
N 1.441 -1.851 0.326
C 1.470 -2.340 -0.947
C 2.262 -3.355 -1.490
C 2.074 -3.701 -2.818
C 1.124 -3.022 -3.576
C 0.400 -2.012 -2.977
N 0.566 -1.660 -1.699
H 8.340 -1.614 2.826
H 7.607 -0.304 3.755
H 7.986 -0.061 2.054
H 6.680 -3.343 2.828
H 4.377 -4.126 2.255
H 3.227 -0.136 1.362
H 5.522 0.666 1.912
H 2.973 -3.874 -0.866
H 2.648 -4.508 -3.253
H 0.947 -3.274 -4.613
H -0.355 -1.456 -3.521
O -2.924 1.624 1.157
C -2.323 0.551 1.243
O -1.086 0.399 0.916
C -2.972 -0.656 1.850
C -3.787 -0.448 2.961
C -4.273 -1.510 3.701
C -3.943 -2.807 3.324
C -3.173 -3.031 2.199
C -2.676 -1.968 1.431
S -1.830 -2.345 -0.055
H -4.005 0.576 3.243
H -4.891 -1.334 4.574
H -4.286 -3.648 3.916
H -2.930 -4.038 1.885
C 2.217 3.690 4.689
C 2.607 2.587 5.684
C 4.071 2.239 5.384
C 2.514 3.178 7.098
Si 1.479 1.003 5.486
Br 1.340 0.768 3.248
C -0.338 1.290 6.075
C -0.459 1.213 7.604
C -0.870 2.657 5.620
C -1.269 0.240 5.444
C 2.300 -0.582 6.223
C 2.886 -0.329 7.620
C 3.410 -1.089 5.289
C 1.289 -1.735 6.329
H 2.847 4.570 4.861
H 1.178 3.997 4.794
H 2.366 3.363 3.661
H 4.679 3.151 5.415
H 4.166 1.808 4.384
H 4.489 1.540 6.108
H 3.241 3.989 7.211
H 2.719 2.438 7.874
H 1.522 3.597 7.280
H 0.185 1.946 8.096
H -0.197 0.223 7.980
H -1.492 1.419 7.901
H -0.360 3.484 6.118
H -1.933 2.725 5.870
H -0.779 2.776 4.538
H -1.038 -0.775 5.758
H -1.228 0.272 4.355
H -2.303 0.453 5.736
H 3.699 0.398 7.598
H 3.291 -1.264 8.019
H 2.126 0.034 8.316
H 4.184 -0.346 5.096
H 2.987 -1.399 4.336
H 3.891 -1.965 5.738
H 0.486 -1.519 7.034
H 1.808 -2.630 6.687
H 0.864 -1.976 5.354
C -4.264 -1.716 -3.464
C -4.223 -0.564 -4.483
C -3.112 -0.910 -5.485
C -5.562 -0.533 -5.235
Si -3.852 1.121 -3.603
Br -2.072 0.610 -2.178
C -5.287 1.764 -2.486
C -6.384 2.440 -3.324
C -5.927 0.605 -1.706
C -4.771 2.758 -1.434
C -3.176 2.468 -4.833
C -4.035 2.571 -6.103
C -1.730 2.162 -5.258
C -3.147 3.859 -4.180
H -4.427 -2.658 -3.997
H -5.068 -1.599 -2.740
H -3.328 -1.801 -2.910
H -3.280 -1.918 -5.875
H -2.133 -0.896 -5.002
H -3.098 -0.225 -6.334
H -5.698 -1.476 -5.773
H -5.602 0.280 -5.963
H -6.402 -0.418 -4.549
H -6.779 1.770 -4.091
H -6.020 3.342 -3.816
H -7.213 2.730 -2.671
H -6.443 -0.096 -2.365
H -6.666 1.009 -1.008
H -5.180 0.064 -1.121
H -4.295 3.630 -1.883
H -4.059 2.290 -0.752
H -5.616 3.112 -0.834
H -4.009 1.651 -6.689
H -3.646 3.377 -6.733
H -5.077 2.800 -5.868
H -1.652 1.233 -5.821
H -1.078 2.088 -4.388
H -1.363 2.975 -5.893
H -4.148 4.222 -3.951
H -2.688 4.570 -4.875
H -2.555 3.853 -3.266
*
```

Mulliken population analysis, charges in e, atoms 1 to 4: V 0.84; C -1.32; P 2.05; C -1.68